Record 1
{
  "formula": "C6H9AlCl2O3PSc",
  "method": "ωB97M-V/def2-TZVPD",
  "species": ["Al", "Sc", "Cl", "Cl", "C", "C", "C", "O", "O", "O", "C", "P", "C", "C", "H", "H", "H", "H", "H", "H", "H", "H", "H"],
  "positions_angstrom": [[-3.608, 0.187, -3.445], [0.279, -1.234, -0.637], [-1.717, 1.065, -3.004], [0.925, -3.390, -0.852], [-1.323, -1.421, 0.658], [-3.680, 1.299, -5.278], [-2.915, -1.745, -3.941], [-2.252, -1.301, 1.362], [-3.304, 2.086, -6.046], [-2.261, -2.710, -4.028], [2.494, 1.263, 0.851], [1.102, 0.171, 1.292], [1.883, -0.958, 2.507], [0.129, 1.276, 2.354], [3.136, 0.755, 0.128], [3.067, 1.518, 1.744], [2.093, 2.173, 0.393], [2.181, -0.381, 3.391], [1.180, -1.746, 2.798], [2.767, -1.416, 2.045], [0.620, 1.331, 3.335], [0.097, 2.273, 1.896], [-0.894, 0.905, 2.476]],
  "homo_ev": -23.25,
  "multiplicity": 1,
  "e_above_lowest_kj_mol": 75.7,
  "fmax_ev_per_a": 9.99,
  "charge": 4,
  "lumo_energy_ha": -0.702,
  "homo_lumo_gap_ha": 0.153,
  "energy_ev": -74093.2843
}

Record 2
{
  "formula": "C18H27F3NO18PS",
  "method": "ωB97M-V/def2-TZVPD",
  "species": ["C", "C", "C", "N", "C", "O", "S", "O", "O", "O", "C", "P", "O", "O", "C", "F", "F", "F", "H", "H", "H", "H", "H", "H", "H", "H", "H", "H", "H", "C", "C", "O", "C", "O", "O", "H", "H", "H", "H", "C", "C", "O", "C", "O", "O", "H", "H", "H", "H", "C", "C", "O", "C", "O", "O", "H", "H", "H", "H", "C", "C", "O", "C", "O", "O", "H", "H", "H", "H"],
  "positions_angstrom": [[3.761, 3.235, 0.278], [2.567, 3.346, 1.246], [1.377, 4.003, 0.554], [0.146, 3.887, 1.358], [-0.991, 3.219, 0.833], [-0.601, 1.969, 0.258], [-0.798, 1.835, -1.305], [-1.582, 0.662, -1.493], [0.424, 1.975, -2.001], [-1.663, 3.140, -1.501], [-1.961, 3.824, -0.254], [-3.849, 3.569, 0.066], [-3.892, 3.883, 1.664], [-3.908, 1.956, -0.049], [-1.749, 5.304, -0.570], [-2.461, 5.671, -1.639], [-0.471, 5.610, -0.818], [-2.152, 6.037, 0.481], [3.953, 2.200, 0.000], [4.673, 3.647, 0.708], [3.558, 3.806, -0.633], [2.256, 2.358, 1.581], [2.844, 3.957, 2.107], [1.243, 3.546, -0.427], [1.593, 5.057, 0.364], [-0.114, 4.767, 1.782], [-1.597, 2.950, 1.700], [-3.257, 3.438, 2.238], [-3.161, 1.424, 0.258], [-5.782, 0.605, 4.085], [-6.078, 2.082, 4.284], [-4.900, 2.538, 4.958], [-3.885, 1.703, 4.652], [-2.736, 1.918, 4.871], [-4.351, 0.597, 4.028], [-6.179, 0.196, 3.160], [-6.109, -0.005, 4.927], [-6.152, 2.617, 3.335], [-6.963, 2.277, 4.883], [-0.485, -3.213, -2.792], [-0.066, -2.147, -1.795], [0.655, -2.917, -0.819], [1.098, -4.048, -1.399], [1.863, -4.818, -0.914], [0.549, -4.195, -2.628], [-0.509, -2.871, -3.822], [-1.441, -3.671, -2.534], [0.614, -1.414, -2.231], [-0.893, -1.633, -1.320], [1.578, -6.667, -4.360], [2.970, -6.709, -3.756], [3.537, -7.858, -4.398], [2.878, -8.079, -5.558], [3.214, -8.854, -6.393], [1.780, -7.291, -5.633], [1.192, -5.664, -4.493], [0.864, -7.262, -3.788], [3.563, -5.832, -4.022], [2.980, -6.840, -2.679], [2.346, -1.067, 1.718], [3.320, -2.226, 1.845], [4.419, -1.784, 1.041], [4.389, -0.437, 0.964], [5.254, 0.244, 0.521], [3.226, 0.038, 1.476], [1.759, -0.877, 2.612], [1.683, -1.179, 0.858], [3.672, -2.362, 2.869], [2.940, -3.167, 1.458]],
  "smiles": "CCCN[C@@H]1OS(=O)(=O)O[C@]1(P(O)O)C(F)(F)F.O=C1OCCO1.O=C1OCCO1.O=C1OCCO1.O=C1OCCO1",
  "homo_ev": -9.83,
  "multiplicity": 1,
  "fmax_ev_per_a": 0.54,
  "lumo_energy_ha": -0.002,
  "homo_lumo_gap_ha": 0.359,
  "energy_ev": -85726.3060
}

Record 3
{
  "formula": "C30H89NO27",
  "method": "ωB97M-V/def2-TZVPD",
  "species": ["C", "C", "C", "O", "C", "N", "H", "H", "H", "H", "H", "H", "H", "H", "H", "H", "H", "C", "C", "O", "O", "H", "H", "H", "H", "H", "H", "C", "C", "O", "O", "H", "H", "H", "H", "H", "H", "C", "C", "O", "O", "H", "H", "H", "H", "H", "H", "C", "C", "O", "O", "H", "H", "H", "H", "H", "H", "C", "C", "O", "O", "H", "H", "H", "H", "H", "H", "C", "C", "O", "O", "H", "H", "H", "H", "H", "H", "C", "C", "O", "O", "H", "H", "H", "H", "H", "H", "C", "C", "O", "O", "H", "H", "H", "H", "H", "H", "C", "C", "O", "O", "H", "H", "H", "H", "H", "H", "C", "C", "O", "O", "H", "H", "H", "H", "H", "H", "C", "C", "O", "O", "H", "H", "H", "H", "H", "H", "C", "C", "O", "O", "H", "H", "H", "H", "H", "H", "C", "C", "O", "O", "H", "H", "H", "H", "H", "H"],
  "positions_angstrom": [[0.325, 1.330, 1.450], [-0.003, 0.338, 0.423], [1.141, -0.083, -0.498], [0.781, -1.059, -1.534], [1.954, -1.320, -2.263], [-0.451, -0.781, 1.214], [1.069, 0.955, 2.153], [-0.584, 1.572, 2.001], [0.696, 2.250, 0.999], [-0.780, 0.696, -0.253], [2.034, -0.250, 0.105], [1.353, 0.845, -1.029], [2.312, -0.555, -2.951], [1.922, -2.237, -2.852], [2.798, -1.602, -1.633], [-0.517, -1.610, 0.642], [-1.386, -0.515, 1.490], [-2.825, 2.070, -3.833], [-1.393, 2.238, -3.401], [-1.240, 3.503, -2.789], [-2.931, 2.804, -5.031], [-3.516, 2.400, -3.057], [-2.997, 1.014, -4.041], [-0.732, 2.121, -4.259], [-1.122, 1.389, -2.774], [-0.457, 3.581, -2.240], [-2.773, 3.698, -4.718], [-2.891, -2.331, -1.159], [-1.786, -3.428, -0.949], [-0.857, -3.095, 0.046], [-2.318, -1.107, -1.673], [-3.479, -2.260, -0.243], [-3.590, -2.666, -1.925], [-1.415, -3.590, -1.961], [-2.362, -4.304, -0.647], [-0.125, -3.710, -0.043], [-1.422, -0.964, -1.361], [-0.299, 6.822, 1.084], [-0.520, 7.701, -0.204], [0.792, 7.896, -0.810], [0.308, 5.643, 0.752], [-1.222, 6.546, 1.594], [0.302, 7.420, 1.770], [-0.903, 8.659, 0.147], [-1.266, 7.253, -0.861], [1.225, 7.045, -0.912], [0.486, 5.155, 1.560], [-5.175, -0.860, 4.870], [-3.754, -0.243, 5.024], [-3.224, -0.106, 3.752], [-6.068, -0.023, 4.195], [-5.551, -0.997, 5.884], [-5.250, -1.820, 4.359], [-3.156, -0.880, 5.676], [-3.911, 0.739, 5.471], [-3.869, 0.366, 3.220], [-6.965, -0.284, 4.419], [2.906, 5.076, -1.973], [2.311, 3.767, -1.558], [0.920, 3.752, -1.116], [2.882, 5.972, -0.906], [2.394, 5.503, -2.835], [3.914, 4.999, -2.380], [2.882, 3.313, -0.748], [2.349, 3.050, -2.378], [0.819, 4.384, -0.400], [3.433, 5.613, -0.206], [0.056, -0.021, 4.763], [0.887, 0.309, 6.006], [1.906, 1.239, 5.665], [0.662, -1.000, 3.924], [-0.210, 0.917, 4.275], [-0.900, -0.491, 4.994], [1.249, -0.623, 6.440], [0.311, 0.734, 6.827], [2.650, 0.778, 5.272], [0.347, -1.014, 3.017], [-3.100, 3.458, 1.807], [-3.354, 2.361, 0.760], [-4.369, 1.535, 1.369], [-4.298, 4.102, 2.173], [-2.501, 4.237, 1.337], [-2.514, 2.992, 2.598], [-2.515, 1.748, 0.430], [-3.828, 2.694, -0.164], [-5.223, 1.973, 1.348], [-4.677, 3.626, 2.916], [5.078, -2.011, -4.682], [5.712, -3.311, -4.320], [4.818, -4.263, -3.804], [4.588, -2.028, -6.007], [5.744, -1.153, -4.598], [4.219, -1.899, -4.020], [6.322, -3.119, -3.437], [6.325, -3.648, -5.156], [4.371, -4.662, -4.554], [4.172, -2.874, -6.189], [1.115, -5.312, -2.738], [-0.086, -5.911, -3.588], [0.250, -6.057, -4.935], [0.818, -5.498, -1.364], [1.053, -4.236, -2.905], [2.107, -5.628, -3.061], [-0.997, -5.314, -3.538], [-0.363, -6.892, -3.202], [-0.205, -6.840, -5.256], [1.609, -5.220, -0.895], [-1.630, -2.436, -4.699], [-0.672, -1.490, -5.396], [0.371, -2.253, -5.940], [-2.728, -1.697, -4.175], [-1.073, -2.936, -3.907], [-2.053, -3.205, -5.346], [-0.072, -0.891, -4.711], [-1.299, -0.913, -6.076], [1.041, -1.669, -6.302], [-2.462, -1.390, -3.304], [2.689, -4.046, 1.327], [3.463, -2.678, 1.722], [4.860, -2.909, 1.520], [2.813, -4.419, -0.012], [1.626, -4.119, 1.560], [3.130, -4.849, 1.917], [3.140, -2.542, 2.754], [3.056, -1.878, 1.104], [5.030, -3.200, 0.621], [3.756, -4.429, -0.188], [-2.644, -3.840, 2.873], [-2.778, -3.772, 4.370], [-2.447, -4.962, 5.003], [-3.539, -4.775, 2.359], [-1.646, -4.113, 2.530], [-2.948, -2.900, 2.412], [-3.813, -3.529, 4.612], [-2.094, -3.039, 4.797], [-3.200, -5.558, 5.009], [-4.411, -4.507, 2.657], [2.463, 3.909, 2.538], [3.475, 5.027, 2.502], [4.355, 4.918, 1.439], [1.168, 4.215, 2.969], [2.922, 3.098, 3.103], [2.395, 3.630, 1.486], [3.992, 5.050, 3.462], [2.984, 5.993, 2.384], [5.107, 4.378, 1.692], [1.220, 4.251, 3.927]],
  "homo_ev": [-11.53, -11.53],
  "multiplicity": 2,
  "fmax_ev_per_a": 3.88,
  "charge": 1,
  "lumo_energy_ha": [-0.081, -0.304],
  "homo_lumo_gap_ha": [0.342, 0.120],
  "energy_ev": -89308.1386
}

Record 4
{
  "formula": "C43H41ClMoN7O5SSbSe4",
  "method": "ωB97M-V/def2-TZVPD",
  "species": ["Mo", "O", "C", "C", "C", "C", "C", "C", "C", "N", "N", "C", "O", "C", "C", "C", "C", "C", "C", "H", "H", "H", "H", "H", "H", "H", "H", "H", "H", "O", "C", "O", "C", "C", "C", "C", "C", "N", "H", "H", "H", "H", "C", "C", "C", "C", "C", "O", "C", "C", "C", "C", "C", "C", "Cl", "C", "C", "C", "N", "C", "N", "C", "N", "H", "H", "H", "H", "H", "H", "H", "H", "H", "H", "H", "H", "H", "H", "H", "H", "H", "H", "H", "H", "H", "H", "S", "C", "N", "C", "C", "C", "C", "C", "C", "H", "H", "H", "H", "H", "Se", "Sb", "Se", "Se", "Se"],
  "positions_angstrom": [[2.164, -0.030, -0.079], [1.306, -1.250, -1.040], [1.341, -2.527, -1.431], [0.499, -3.001, -2.427], [0.661, -4.289, -2.901], [1.618, -5.133, -2.341], [2.395, -4.696, -1.294], [2.290, -3.378, -0.821], [3.093, -2.929, 0.269], [3.052, -1.721, 0.748], [3.833, -1.526, 1.869], [3.686, -0.307, 2.280], [2.895, 0.482, 1.588], [4.325, 0.188, 3.502], [3.684, 1.180, 4.242], [4.257, 1.662, 5.404], [5.487, 1.174, 5.821], [6.128, 0.188, 5.083], [5.552, -0.313, 3.929], [-0.245, -2.337, -2.848], [0.031, -4.642, -3.706], [1.750, -6.134, -2.728], [3.113, -5.356, -0.823], [3.771, -3.615, 0.766], [2.722, 1.552, 3.917], [3.740, 2.414, 5.984], [5.942, 1.561, 6.723], [7.085, -0.195, 5.411], [6.042, -1.080, 3.345], [-0.035, 3.218, -1.306], [0.992, 2.778, -0.860], [1.193, 1.466, -0.720], [2.125, 3.686, -0.441], [2.036, 5.067, -0.530], [3.157, 5.815, -0.204], [4.306, 5.170, 0.220], [4.287, 3.787, 0.314], [3.218, 3.077, -0.019], [1.113, 5.514, -0.869], [3.139, 6.893, -0.297], [5.214, 5.706, 0.455], [5.154, 3.222, 0.641], [-6.018, 0.617, 2.637], [-4.928, -0.304, 3.202], [-4.265, 0.434, 4.377], [-5.611, -1.567, 3.747], [-3.832, -0.692, 2.156], [-2.730, -1.291, 2.846], [-4.239, -1.750, 1.095], [-5.355, -1.511, 0.062], [-5.075, -0.453, -0.977], [-5.928, 0.628, -1.163], [-5.671, 1.586, -2.134], [-4.540, 1.468, -2.925], [-4.206, 2.666, -4.126], [-3.684, 0.387, -2.774], [-3.965, -0.568, -1.813], [-3.249, 0.597, 1.478], [-1.804, 0.629, 1.494], [-0.945, -0.165, 0.867], [0.286, 0.117, 1.259], [0.116, 1.138, 2.144], [-1.139, 1.460, 2.316], [-6.727, 0.844, 3.433], [-6.575, 0.151, 1.828], [-5.613, 1.562, 2.274], [-5.034, 0.756, 5.080], [-3.724, 1.321, 4.045], [-3.560, -0.201, 4.911], [-6.250, -1.301, 4.589], [-4.895, -2.309, 4.111], [-6.237, -2.039, 2.988], [-3.069, -1.997, 3.405], [-4.488, -2.664, 1.638], [-3.318, -1.972, 0.549], [-6.300, -1.304, 0.559], [-5.484, -2.462, -0.464], [-6.815, 0.731, -0.550], [-6.346, 2.419, -2.272], [-2.810, 0.298, -3.406], [-3.306, -1.424, -1.716], [-3.559, 1.489, 2.012], [-3.586, 0.663, 0.450], [-1.206, -0.909, 0.135], [0.925, 1.643, 2.639], [2.818, -2.716, -5.806], [3.447, -2.065, -4.322], [2.765, -1.117, -3.791], [1.660, -0.796, -4.551], [0.739, 0.214, -4.272], [-0.294, 0.430, -5.162], [-0.449, -0.368, -6.301], [0.446, -1.382, -6.584], [1.509, -1.580, -5.710], [4.382, -2.439, -3.923], [0.856, 0.814, -3.377], [-0.988, 1.240, -4.977], [-1.279, -0.185, -6.970], [0.338, -2.002, -7.464], [6.985, -1.194, -3.547], [6.261, 0.804, -2.376], [7.679, 1.407, -0.488], [5.837, 2.723, -3.820], [3.935, 0.149, -1.391]],
  "homo_ev": [-6.60, -6.59],
  "multiplicity": 1,
  "e_above_lowest_kj_mol": 134.4,
  "fmax_ev_per_a": 3.97,
  "lumo_energy_ha": [-0.096, -0.098],
  "homo_lumo_gap_ha": [0.146, 0.145],
  "energy_ev": -359061.6663
}